The following is a quantum chemistry calculation of a single C26H37BO2 molecule at a distorted geometry, from the Open Molecules 2025 dataset.

XYZ file:
```
66
Properties=species:S:1:pos:R:3:forces:R:3
C -1.816379 -2.113950 -0.122980 -0.2528 -0.0516 0.1860
C -0.468526 -2.824008 -0.119628 -0.0884 -0.6280 1.0205
C -0.541136 -4.091001 -0.962110 -0.0185 0.0022 0.0845
O 0.501616 -1.962267 -0.667198 -0.4631 0.4408 -0.2160
B 1.112064 -1.276695 0.451481 2.3915 -0.3374 0.5514
C 2.719566 -1.772232 0.457834 -0.6225 1.5173 -0.0635
C 3.367419 -1.900733 1.682712 1.0626 -0.4296 -0.1340
C 4.587989 -2.591489 1.758491 -0.3147 0.3303 0.0011
C 5.190125 -3.079568 0.594027 -0.1743 0.0636 -0.0471
C 4.573981 -2.861520 -0.642852 -0.4188 0.2449 -0.0153
C 3.330526 -2.201542 -0.710498 1.2232 -0.3735 0.1523
C 1.040877 0.371811 0.305839 -0.5130 -1.4737 0.2096
C 1.933102 0.975844 -0.663712 -0.2152 0.2554 -1.1724
C 0.133064 1.187004 1.118291 1.8015 0.5174 1.6314
O 0.624656 -1.811869 1.715090 -0.9877 0.8888 -0.2212
C 0.068878 -3.064070 1.405340 -0.8510 -0.1865 -0.9865
C -1.021283 -3.376309 2.423131 -0.0654 -0.0846 -0.1313
C 1.120274 -4.166619 1.443897 0.1723 -0.3047 -0.1097
H -2.627251 -2.802964 0.141866 0.0636 0.1595 -0.0134
H -1.818285 -1.284896 0.599612 -0.0210 -0.2572 -0.1544
H -2.014336 -1.710794 -1.123112 0.0495 -0.1275 0.1582
H -1.287613 -4.770648 -0.530615 0.1722 0.0101 -0.1372
H -0.852914 -3.832237 -1.980792 0.0237 -0.0511 0.1447
H 0.430339 -4.596424 -1.015245 -0.2594 0.1439 0.0091
H 2.922866 -1.485592 2.586916 -0.0154 -0.2791 -0.1924
H 5.048524 -2.737234 2.737836 0.0308 0.0080 -0.3242
H 6.144684 -3.607804 0.647436 -0.3031 0.1332 -0.0188
H 5.040794 -3.198170 -1.568196 0.0102 -0.0038 0.2443
H 2.865744 -2.019591 -1.679246 -0.0340 -0.2546 0.2092
H 2.234931 0.234225 -1.412247 0.1214 0.0595 0.2519
H 1.481954 1.832862 -1.186082 0.0198 0.0986 0.3406
H 2.860921 1.332358 -0.187270 -0.2582 -0.1237 0.1749
H 0.672913 2.116039 1.330616 -0.2575 -0.1917 0.0268
H -0.040236 0.709130 2.102398 0.0629 -0.2311 -0.5962
H -1.571805 -4.277099 2.120754 0.0148 0.1694 0.1260
H -0.553570 -3.569484 3.396011 -0.1069 0.0433 -0.1435
H -1.715786 -2.535801 2.533709 0.1124 -0.2022 -0.0398
H 0.641927 -5.145504 1.316264 0.0933 0.1244 0.0062
H 1.882129 -4.037734 0.664370 -0.2451 -0.1328 0.2438
H 1.627851 -4.162439 2.415548 -0.0965 0.0661 -0.1447
C -2.288417 1.740873 1.572688 -0.2255 0.0446 0.1251
C -1.208250 1.484792 0.504734 -1.4610 0.1847 -1.4100
C -1.307507 2.618473 -0.535174 -0.1774 0.2235 0.1271
C -2.085424 2.409448 -1.698994 0.1895 0.1648 0.0776
C -2.684006 1.064080 -2.020946 -0.1365 -0.2928 -0.3539
C -2.380810 3.477601 -2.552217 0.1401 -0.0255 0.2888
C -1.976257 4.778733 -2.247138 0.0479 -0.2442 0.0656
C -2.425872 5.940116 -3.093170 0.2235 0.2728 -0.0666
C -1.188246 4.976220 -1.111209 -0.2277 -0.0987 -0.3569
C -0.879802 3.929650 -0.238873 -0.2274 -0.1890 -0.2723
C -0.205667 4.301926 1.049776 0.5227 0.4694 0.2546
H -2.551654 0.802681 2.076287 0.0629 0.1928 0.0124
H -1.954715 2.463440 2.331672 -0.1194 -0.2660 -0.2232
H -3.197316 2.152113 1.089810 0.4650 -0.2800 0.2706
H -1.502004 0.557834 -0.001308 -0.0389 0.3296 0.0109
H -3.244347 1.118034 -2.964165 0.1934 0.0179 0.2104
H -1.917953 0.285983 -2.144519 -0.1845 0.1501 0.1119
H -3.405987 0.722931 -1.262263 0.3223 0.0968 -0.0747
H -2.950038 3.279131 -3.468335 0.0931 0.1397 0.4175
H -1.947930 6.860318 -2.727832 -0.2309 -0.1748 -0.2115
H -2.141980 5.798677 -4.142310 -0.0441 0.0448 0.1419
H -3.518368 6.079289 -3.066796 0.3609 -0.1035 0.0860
H -0.816874 5.982709 -0.895083 -0.2265 -0.3009 0.0511
H 0.075081 5.360568 1.027252 -0.1650 -0.1279 0.0047
H -0.857837 4.161485 1.922506 0.2414 -0.0578 -0.2422
H 0.731581 3.761900 1.217930 -0.2410 0.2775 0.0441
```
Forces are in eV/Å.

Calculated values
* energy: -32333.9847 eV
* Kohn-Sham gap: 6.75 eV
* HOMO energy: -8.1 eV
* LUMO: -1.38 eV

=====

The following is a quantum chemistry calculation of a molecular structure, C26H37CrN8O6P2 at a distorted geometry, from the Open Molecules 2025 dataset.

XYZ file:
```
80
Properties=species:S:1:pos:R:3:forces:R:3
Cr 0.137359 0.310491 -0.754379 0.7447 0.1266 -0.1059
C 1.407392 1.152292 -4.883876 -0.6487 0.2071 0.6379
C 0.335864 1.919899 -5.352133 0.3896 0.0876 1.3015
C -0.665300 2.290022 -4.457106 0.3774 -1.2098 -0.3040
C -0.591477 1.846946 -3.142385 -0.7632 0.8751 0.5562
N 0.437432 1.139223 -2.680158 -0.0654 -0.8478 -0.2498
C 1.396851 0.765132 -3.547094 0.0443 0.0079 -0.2401
C -1.658457 2.238039 -2.137864 1.2235 -0.2476 -1.7382
C -2.763238 2.911947 -2.618844 -1.1856 0.0660 1.0670
C -3.723376 3.293874 -1.660456 0.2661 0.1585 -0.7449
C -3.462981 3.101677 -0.327513 0.7086 -0.5136 -0.0109
C -2.314655 2.364125 0.032491 0.1406 0.1780 1.6743
N -1.412458 1.914234 -0.846398 -0.5232 -0.1266 -0.4826
C -2.126768 2.067529 1.521706 -1.9619 -0.1113 -0.9822
C -3.269846 1.517553 2.164794 1.7384 0.1768 -0.3721
C -3.148083 1.259592 3.519336 -0.7714 0.0503 0.1159
C -1.977862 1.644889 4.173686 -0.6874 -0.1276 -1.0161
C -0.917837 2.119478 3.411810 0.6749 0.5052 2.0145
N -0.991111 2.353641 2.121105 0.3976 -0.0503 -1.0528
H 2.215625 0.834499 -5.516959 0.1038 -0.0395 -0.1704
H 0.314297 2.291797 -6.345203 -0.0847 0.0255 -0.8379
H -1.570051 2.733233 -4.817866 0.0715 0.5086 -0.1443
H 2.152142 0.086445 -3.171171 0.0941 0.0825 0.1134
H -2.973903 3.129141 -3.674567 0.3582 -0.2470 0.7370
H -4.649015 3.762118 -1.973195 0.1069 0.1197 -0.0052
H -4.117732 3.512822 0.431993 0.0881 -0.2559 0.0048
H -4.105813 1.254498 1.536234 -0.2681 -0.0411 0.2986
H -3.994653 0.803178 4.057190 0.5603 0.3452 -0.1400
H -1.973388 1.611124 5.233325 0.4885 -0.2410 0.7722
H 0.031481 2.378282 3.927696 -0.6484 -0.1898 -0.5446
N 4.541889 0.912449 -0.791000 3.2598 -0.2825 -0.2072
C 3.825528 0.105309 0.230071 0.0178 0.5226 1.6727
C 4.881770 -0.422990 1.216335 0.9411 -0.1305 -0.2849
P 2.635046 1.324051 0.961348 0.1503 -0.2237 0.5253
O 3.611226 2.609064 0.995520 -0.2723 -0.6380 -0.2916
O 2.118724 0.935318 2.299868 0.3019 0.6129 -0.6365
O 1.676398 1.505850 -0.208414 -0.9008 0.0051 -0.0932
P 3.059443 -1.262084 -0.712647 -1.4762 -1.4602 -0.2011
O 3.237983 -2.584740 0.199327 0.1898 0.6331 -0.9708
O 3.893790 -1.270903 -1.931999 -0.0233 -0.1157 -0.6047
O 1.514867 -1.145763 -0.887154 0.7860 0.6834 0.3024
H 5.575931 0.900461 -0.517198 -1.5119 0.0029 -0.5918
H 4.312069 1.889882 -0.783127 -0.4882 0.7217 -0.2366
H 4.490392 0.447555 -1.722708 -0.2130 -0.0327 0.2134
H 5.444070 0.347272 1.743647 -0.2146 0.5429 -0.2356
H 5.657795 -1.046615 0.724665 -0.5655 0.2302 -0.0880
H 4.486498 -1.018662 2.004021 -0.7212 -0.5391 0.4239
H 3.369048 3.269560 1.646848 -0.0689 0.3034 0.3104
H 3.920977 -3.182498 -0.145105 -0.0762 0.1398 -0.0032
C -0.522826 -1.708748 3.721710 0.0774 -1.1668 -0.1829
C 0.237968 -2.339827 2.572554 1.0642 0.4398 -0.1292
C -0.059131 -3.806486 2.337976 -0.1540 0.1891 0.4905
C 1.779873 -2.087139 2.753622 -0.5223 -0.0235 0.2551
N -0.273778 -1.754789 1.337282 0.3045 1.5129 -0.6743
N -0.089093 -0.297004 1.200589 0.3794 -0.3845 0.4439
H -0.107212 -2.073067 4.655466 -0.1231 0.0197 0.2072
H -1.564028 -2.017454 3.635103 -0.1975 0.2513 0.2311
H -0.414093 -0.643983 3.689283 -0.0805 0.6363 0.1699
H 0.161066 -4.328588 3.236258 0.0315 -0.6724 0.9009
H 0.644336 -4.179376 1.622685 0.2175 -0.3599 -0.7597
H -1.095987 -4.021571 2.043640 0.3202 0.2081 0.0553
H 2.096919 -2.517485 3.712934 -0.1513 0.4506 0.0137
H 2.041454 -1.006552 2.678583 -0.2867 -1.0058 0.5532
H 2.392025 -2.601247 2.025426 -0.3827 -0.1793 -0.1633
H 0.189598 -2.182107 0.537350 0.1476 0.1694 0.0749
H 0.658669 0.131987 1.826271 -0.3820 -0.7778 -0.7065
H -0.937135 0.134443 1.542975 -0.3642 -0.0393 0.0336
N -2.699773 -1.078054 0.361087 0.2254 -0.2440 1.3524
C -2.533262 -1.498125 -0.918396 0.2142 0.6710 -0.9714
C -3.536151 -2.178244 -1.601894 0.1526 0.2967 1.1103
C -3.379727 -2.456698 -2.924377 -1.9438 -0.2488 0.2234
C -2.240554 -2.097993 -3.570729 2.2158 -0.2601 -1.7558
C -1.247586 -1.477672 -2.845532 -0.3178 -0.0592 -0.1345
N -1.398502 -1.106372 -1.559552 0.4808 0.3513 0.5798
H -3.567862 -1.378129 0.803293 0.2241 0.0392 -0.3864
H -1.877068 -1.414408 0.938465 -0.6755 0.0783 -0.2987
H -4.392206 -2.414345 -0.978644 -0.1940 -0.2584 -0.5654
H -4.226818 -2.890741 -3.423449 0.0135 -0.3720 -0.3847
H -2.001886 -2.381677 -4.629927 -0.5445 0.3937 1.1828
H -0.311123 -1.248752 -3.326540 0.1677 0.0973 0.0806
```
Forces are in eV/Å.

Calculated values
* energy: -98763.4070 eV
* Kohn-Sham gap (spin up / spin down): 8.05 / 7.88 eV
* spin multiplicity: 4
* charge: +2
* HOMO energy (spin up / spin down): -13.8 / -13.8 eV
* LUMO (spin up / spin down): -5.75 / -5.92 eV

=====

The following is a quantum chemistry calculation of a molecular structure, C26H37GeN5O4Y at a distorted geometry, from the Open Molecules 2025 dataset.

XYZ file:
```
74
Properties=species:S:1:pos:R:3:forces:R:3
Y 0.353364 -0.256257 -0.860867 -0.3950 1.3834 0.0249
C -2.421811 -0.255965 4.972584 -0.0669 0.0347 0.1198
C -1.057511 -0.421340 5.183904 -0.2624 0.0273 0.0134
C -0.210334 -0.714429 4.138694 0.2181 -0.0824 -0.2000
C -0.699164 -0.883822 2.825459 -0.1766 0.2765 0.4389
C -2.078151 -0.688267 2.621278 0.1306 -0.1044 -0.2412
C -2.908731 -0.379818 3.680039 -0.1399 0.0280 0.1439
N 0.154579 -1.171891 1.790086 0.4137 1.0416 -0.9028
N 1.494699 -1.202696 2.150188 0.4240 -0.2639 0.5751
C 2.459219 -0.927765 1.319606 -0.4807 -0.0773 0.1031
C 3.784670 -0.959440 1.887629 0.4354 -0.0361 -0.0285
C 4.877119 -0.765388 1.114075 -0.1929 -0.0765 0.2958
C 4.714948 -0.497733 -0.267675 -0.1996 0.1143 -0.4912
C 3.442589 -0.410598 -0.757157 0.7922 -0.0178 -0.1731
N 2.326578 -0.615696 -0.026459 1.1175 -0.2286 1.1445
H -3.088731 -0.030645 5.794653 -0.0047 0.0353 0.0082
H -0.652032 -0.320142 6.183277 0.0416 0.0025 0.0212
H 0.848608 -0.833097 4.298095 0.0194 0.0066 0.0310
H -2.500549 -0.740653 1.627208 0.0275 -0.0346 -0.0394
H -3.963225 -0.223045 3.484599 -0.0191 -0.0173 -0.0071
H 3.847407 -1.141370 2.950129 0.0223 -0.0567 0.0404
H 5.873073 -0.799596 1.540671 -0.0277 -0.0051 0.0658
H 5.568938 -0.349258 -0.911582 -0.0317 0.0463 -0.0738
H 3.271015 -0.171695 -1.804724 -0.0187 -0.0230 0.0558
C 1.603834 -3.686581 -1.417167 -0.3296 0.1716 0.3383
Ge 0.600586 -3.617382 0.315170 -0.2893 -0.5420 0.3176
C -0.865387 -4.977215 0.134407 0.3559 0.3227 -0.0245
C 1.765750 -4.316175 1.786267 -0.2809 0.2557 -0.4739
C -0.299330 -1.851818 0.569318 -0.3846 -2.5754 0.5589
H 2.408106 -4.419048 -1.403535 0.0650 -0.0573 0.0967
H 2.032894 -2.712613 -1.648997 0.1217 -0.0003 -0.0529
H 0.918179 -3.955648 -2.220051 -0.0805 -0.0185 -0.0737
H -0.477700 -5.974607 -0.065819 0.0890 -0.0913 -0.0589
H -1.535767 -4.698943 -0.677651 -0.0648 0.0227 -0.0785
H -1.448205 -5.017310 1.053041 -0.0160 0.0472 0.0926
H 2.073299 -5.336881 1.562476 -0.0083 -0.1216 -0.0764
H 1.201192 -4.315854 2.715676 -0.0584 0.0505 0.0857
H 2.647136 -3.696033 1.921871 0.0455 0.0506 -0.0047
H -1.359930 -2.092723 0.699880 0.1762 -0.1088 -0.0316
C -1.216928 3.671998 -2.806886 0.0926 0.1139 0.0959
C -0.757472 4.387161 -1.538203 -0.0977 -0.1032 -0.1016
C -1.199840 3.677576 -0.233195 0.3077 0.3764 0.0944
C -0.642118 4.426045 0.988572 -0.1018 -0.1254 0.1448
C -1.032998 3.757839 2.304699 0.0584 0.0838 -0.1370
C -2.716130 3.700636 -0.181785 0.0748 -0.1053 -0.0336
O -3.355900 4.712864 0.015822 0.0476 0.1186 -0.0113
N -3.333994 2.509105 -0.416940 -0.2818 -0.2459 0.0091
C -2.717906 1.265447 -0.654381 -0.4528 0.1262 -0.0193
O -3.411179 0.313241 -0.949873 -0.0772 0.0376 0.0225
N -1.376442 1.203634 -0.526743 -0.3093 0.4253 0.1546
C -0.616540 2.277266 -0.272896 -0.3977 0.3102 0.0918
O 0.605102 2.113293 -0.131509 0.0439 -0.1328 -0.1045
H -0.893769 4.228774 -3.685639 -0.0074 -0.0139 -0.0538
H -2.303293 3.587953 -2.842115 -0.0518 -0.0280 -0.0537
H -0.787210 2.671581 -2.866478 -0.0012 -0.0652 -0.0737
H -1.158124 5.403590 -1.518122 0.0477 -0.0254 0.0861
H 0.333108 4.437533 -1.528147 -0.0240 0.0517 0.0840
H -1.023700 5.448624 0.967656 0.0490 -0.0134 -0.0944
H 0.444689 4.446463 0.900124 -0.0216 0.0466 -0.0773
H -2.115604 3.748650 2.430598 -0.0551 -0.0149 0.0521
H -0.600339 4.301430 3.143491 -0.0094 -0.0360 0.0681
H -0.671803 2.730022 2.343665 0.0159 -0.0653 0.0773
H -4.346330 2.504499 -0.426233 0.1277 -0.0021 -0.0285
C -1.060376 -0.583037 -4.194721 0.3437 0.2239 0.1692
C 0.377090 -0.044622 -4.104101 0.0014 -0.0934 -0.9343
C 1.303357 -0.911883 -4.974150 -0.1569 0.3281 0.2550
O 0.828648 -0.005277 -2.805402 -0.0341 -0.0485 -1.2158
H -1.407707 -0.586268 -5.228809 -0.0736 -0.0495 -0.0096
H -1.737815 0.031289 -3.597622 -0.0487 -0.0086 0.0088
H -1.083180 -1.603194 -3.802796 -0.0634 -0.0613 -0.0339
H 0.375575 0.979706 -4.540522 0.0170 -0.2288 0.1404
H 1.326774 -1.923840 -4.569319 -0.0035 -0.0999 -0.0139
H 2.316074 -0.510849 -4.949658 0.0562 0.0000 -0.0120
H 0.955051 -0.937779 -6.006955 0.0179 -0.0542 -0.0854
```
Forces are in eV/Å.

Calculated values
* energy: -100767.6340 eV
* Kohn-Sham gap: 5.96 eV
* charge: -1
* HOMO energy: -3.2 eV
* LUMO: 2.75 eV